Entry 1:
Computed, not measured: a structure of composition C9H6ClNO4ReS, with ωB97M-V/def2-TZVPD.

<S²> ... 2.032
LUMO energy (alpha / beta) ... -4.7 / -5.7 eV
E_HOMO (alpha / beta) ... -12.48 / -11.84 eV
HOMO-LUMO gap (alpha / beta) ... 7.75 / 6.19 eV

```
! wB97M-V def2-TZVPD RIJCOSX def2/J DEFGRID3
* xyz 1 3
Re 0.0070 -0.0012 -0.3529
O 2.7037 -0.7792 2.9135
C 1.7358 -0.5973 2.0610
O 1.9301 -0.3786 0.8621
C 0.3641 -0.6464 2.6158
C -0.0051 -0.9426 3.9136
C -1.3631 -0.9235 4.2250
C -2.2947 -0.5803 3.2539
C -1.8356 -0.2937 1.9785
N -0.5469 -0.3585 1.6835
C -2.7089 0.1359 0.7967
O -3.8900 0.2707 0.9371
O -2.0247 0.3316 -0.3102
H 3.5710 -0.7282 2.4840
H 0.7458 -1.1719 4.6562
H -1.6897 -1.1697 5.2262
H -3.3566 -0.5218 3.4498
Cl 0.5307 2.2669 -0.3771
C 0.6762 1.2972 -1.8666
H 1.7104 1.2870 -2.1989
H 0.0120 1.6871 -2.6306
S -0.3612 -3.2454 -1.5638
C -0.1880 -1.8364 -1.0075
*
```

***

Entry 2:
Computed, not measured: a cluster of 2 separate species, C3H6N4O in total, with ωB97M-V/def2-TZVPD.

LUMO energy (alpha / beta) ... -0.5 / -0.5 eV
E_HOMO (alpha / beta) ... -7.75 / -7.75 eV
HOMO-LUMO gap (alpha / beta) ... 7.24 / 7.24 eV

```
! wB97M-V def2-TZVPD RIJCOSX def2/J DEFGRID3
* xyz 0 1
C 1.1860 -0.9707 -0.3129
C 2.0070 0.0052 0.1441
C -2.9134 0.6822 -0.0287
N -0.0226 0.8050 0.4705
N -1.1722 -1.0230 -0.4495
N -0.1416 -0.3964 -0.0938
N 3.3435 0.0444 0.1332
O 1.3285 1.0615 0.5290
H 1.3359 -2.0197 -0.4331
H -3.1590 0.6152 -1.0722
H -3.7391 0.3416 0.6237
H -2.0249 1.1170 0.2994
H 3.8308 -0.6495 -0.3946
H 3.8877 0.8434 0.3571
*
```

***

Entry 3:
Computed, not measured: a structure of composition C52H88AlF4MgN2NaO20V, with ωB97M-V/def2-TZVPD.

LUMO energy ... -7.9 eV
E_HOMO ... -8.60 eV
HOMO-LUMO gap ... 0.75 eV

```
! wB97M-V def2-TZVPD RIJCOSX def2/J DEFGRID3
* xyz 1 1
C 11.5516 -2.3731 -1.8856
C 11.3245 -3.6225 -2.8841
C 10.4085 -3.2656 -4.1643
C 8.8420 -3.5917 -3.9538
C 7.9431 -2.3069 -3.6100
C 6.4631 -2.6783 -3.0710
C 6.3336 -2.6130 -1.4766
C 4.8125 -2.8619 -0.9511
C 4.5240 -2.2101 0.4902
C 3.6070 -0.8930 0.4567
C 2.1102 -1.1885 1.0328
C 1.4906 -2.2799 0.0064
C 1.2952 -3.7181 0.5358
C 0.7217 -4.7833 -0.4442
C 0.4158 -4.3272 -1.8887
C 0.5968 -2.8699 -2.4235
C 1.1375 -1.8073 -1.4420
O 1.2895 -0.4650 -1.8926
C -0.0109 0.1325 -2.1892
C -1.1327 -0.1880 -1.0925
N -2.1764 0.8690 -0.9349
C -3.0171 1.0550 -2.1518
C -4.4857 0.3493 -2.0467
C -4.7241 -0.7390 -3.2100
O -5.5244 1.4078 -2.2621
C -0.1214 -5.3972 -2.9263
O 0.1247 -5.1768 -4.1519
C -0.8714 -6.6685 -2.3584
C -1.8495 -7.3976 -3.3186
C -2.6326 -8.6525 -2.8233
N -3.5064 -9.3158 -3.8032
C -2.8290 -10.6041 -4.1963
C -1.3855 -10.4079 -4.8548
C -1.3517 -9.4488 -6.1444
C -2.3813 -9.1007 -1.3637
C -1.4022 -8.3706 -0.3743
C -0.6142 -7.1409 -0.8960
C 0.4425 -6.3125 -0.0157
O 1.0116 -6.8136 0.9926
H 12.0343 -2.6932 -0.8873
H 10.5313 -1.9080 -1.6785
H 12.3028 -1.6618 -2.3765
H 10.9170 -4.5041 -2.2687
H 12.3777 -3.9508 -3.2257
H 10.6175 -2.1800 -4.5258
H 10.7777 -3.9795 -5.0213
H 8.7488 -4.3803 -3.1318
H 8.4698 -4.0416 -4.9530
H 8.5208 -1.6542 -2.8617
H 7.8848 -1.6817 -4.5816
H 6.2223 -3.7109 -3.5217
H 5.7551 -1.9133 -3.5685
H 7.0166 -3.4463 -1.0572
H 6.7556 -1.6128 -1.1046
H 4.0325 -2.6102 -1.7513
H 4.7450 -4.0081 -0.8043
H 4.1041 -3.0186 1.1767
H 5.5495 -1.9135 0.9289
H 3.4523 -0.6048 -0.6507
H 4.0555 -0.0471 1.0756
H 1.4731 -0.2465 1.1142
H 2.1650 -1.6300 2.0997
H 1.5617 -3.9623 1.6228
H 0.3390 -2.6197 -3.5171
H 0.0670 1.2785 -2.3030
H -0.2839 -0.2483 -3.2496
H -0.6503 -0.3224 -0.0498
H -1.5927 -1.2201 -1.3372
H -2.7497 0.5646 -0.1175
H -3.2408 2.1965 -2.2183
H -2.5127 0.7817 -3.1350
H -4.7044 -0.0852 -1.0070
H -5.6278 -0.5090 -3.8821
H -3.8103 -0.7956 -3.8964
H -4.9068 -1.7797 -2.7493
H -5.6015 1.5427 -3.2319
H -1.9566 -6.9921 -4.3831
H -4.4565 -9.4773 -3.4454
H -2.6619 -11.1839 -3.2048
H -3.5034 -11.2717 -4.8321
H -0.6084 -9.9908 -4.1072
H -0.9463 -11.4242 -5.1888
H -0.7802 -9.9378 -7.0226
H -0.7633 -8.4977 -5.8916
H -2.3809 -9.1594 -6.5514
H -2.9413 -10.0344 -0.9870
H -1.2643 -8.7277 0.7077
Mg -4.9939 2.0761 -0.4638
C 1.0286 -3.9936 -6.8517
C 2.3662 -3.6776 -7.4870
C 3.0428 -4.8720 -8.0929
O 4.4205 -4.5317 -7.9861
C 4.5349 -3.6814 -6.9278
O 5.5745 -3.3496 -6.4325
O 3.3098 -3.2604 -6.5027
H 0.5638 -3.0775 -6.4771
H 0.3474 -4.4601 -7.5671
H 1.1483 -4.6566 -5.9901
H 2.2560 -2.8679 -8.2175
H 2.7623 -5.0225 -9.1372
H 2.8681 -5.8008 -7.5408
C -8.0373 4.4101 1.5768
C -7.2892 5.5672 2.2093
C -8.1117 6.8453 2.1956
O -6.0723 5.7717 1.4926
H -8.2690 4.6214 0.5271
H -7.4131 3.5110 1.5924
H -8.9717 4.1988 2.1022
H -7.0251 5.3139 3.2394
H -8.3512 7.1447 1.1698
H -7.5489 7.6678 2.6413
H -9.0455 6.7199 2.7493
H -6.3052 5.9964 0.5812
C -3.2853 11.0002 7.7088
O -3.2696 9.7304 7.0934
C -3.3443 8.6658 8.0405
C -3.9532 7.4257 7.3921
O -5.3761 7.4913 7.2635
C -5.8738 8.3977 6.2787
C -5.6496 7.9153 4.8511
O -4.2998 8.1257 4.4648
C -3.8542 7.1903 3.4939
H -2.3901 11.1365 8.3278
H -3.2957 11.7598 6.9248
H -4.1894 11.1232 8.3161
H -3.9505 8.9592 8.9035
H -2.3246 8.4451 8.3688
H -3.7633 6.5770 8.0570
H -3.4819 7.1874 6.4387
H -5.4872 9.4043 6.4324
H -6.9538 8.4455 6.4499
H -6.2825 8.4901 4.1632
H -5.9140 6.8548 4.7796
H -3.9535 6.1680 3.8712
H -2.7999 7.3789 3.2998
H -4.4139 7.3061 2.5626
C -2.9397 -3.3569 3.5542
C -2.3793 -2.2313 2.7041
O -3.3114 -1.1792 2.4648
C -3.8095 -0.5030 3.6168
C -2.7273 0.1673 4.4438
H -3.8361 -3.7776 3.0900
H -2.1983 -4.1514 3.6692
H -3.2195 -3.0143 4.5519
H -2.1064 -2.6316 1.7235
H -1.4584 -1.8279 3.1386
H -4.4086 -1.1854 4.2268
H -4.4988 0.2662 3.2510
H -2.0156 -0.5562 4.8463
H -3.1692 0.7048 5.2861
H -2.1614 0.8766 3.8330
F 1.0598 4.2488 3.4830
Al 0.0695 5.7182 3.5846
F -1.4868 5.4347 2.7714
F 0.9141 7.0588 2.7910
F -0.2195 6.1235 5.2873
C 0.5202 11.3514 7.6553
O -0.3772 11.1203 8.5133
O 0.5637 10.4060 6.6949
O 1.3408 12.2995 7.5768
H -0.1699 9.8964 7.0891
C -0.1813 15.4542 6.2780
O -0.5023 14.2563 6.0463
O 0.0873 15.6561 7.5775
O -0.0867 16.4164 5.5082
H -0.0912 14.7187 7.8155
Na 11.7282 -2.6966 -5.9910
O 12.4050 -6.0758 -4.7662
V 11.1496 -7.2729 -4.5705
O 9.8714 -8.4357 -4.3898
*
```

***

Entry 4:
Computed, not measured: the molecule C2H6N2S, with ωB97M-V/def2-TZVPD.

LUMO energy ... 0.7 eV
E_HOMO ... -8.31 eV
SMILES ... C/N=C/SN
HOMO-LUMO gap ... 9.01 eV

```
! wB97M-V def2-TZVPD RIJCOSX def2/J DEFGRID3
* xyz 0 1
C 2.1581 0.5474 0.0138
N 0.8294 0.9253 -0.1049
C -0.0587 -0.0868 -0.1914
S -1.6210 0.6027 -0.1850
N -2.6972 -0.7238 0.0303
H 2.3259 -0.4705 0.3769
H 2.7184 1.2874 0.5555
H 2.6088 0.5433 -0.9966
H 0.2435 -1.1842 -0.0489
H -2.8562 -0.7884 1.0009
H -3.6510 -0.6525 -0.4506
*
```

***

Please write out number 1 again, unchanged.
Computed, not measured: a structure of composition C9H6ClNO4ReS, with ωB97M-V/def2-TZVPD.

<S²> ... 2.032
LUMO energy (alpha / beta) ... -4.7 / -5.7 eV
E_HOMO (alpha / beta) ... -12.48 / -11.84 eV
HOMO-LUMO gap (alpha / beta) ... 7.75 / 6.19 eV

```
! wB97M-V def2-TZVPD RIJCOSX def2/J DEFGRID3
* xyz 1 3
Re 0.0070 -0.0012 -0.3529
O 2.7037 -0.7792 2.9135
C 1.7358 -0.5973 2.0610
O 1.9301 -0.3786 0.8621
C 0.3641 -0.6464 2.6158
C -0.0051 -0.9426 3.9136
C -1.3631 -0.9235 4.2250
C -2.2947 -0.5803 3.2539
C -1.8356 -0.2937 1.9785
N -0.5469 -0.3585 1.6835
C -2.7089 0.1359 0.7967
O -3.8900 0.2707 0.9371
O -2.0247 0.3316 -0.3102
H 3.5710 -0.7282 2.4840
H 0.7458 -1.1719 4.6562
H -1.6897 -1.1697 5.2262
H -3.3566 -0.5218 3.4498
Cl 0.5307 2.2669 -0.3771
C 0.6762 1.2972 -1.8666
H 1.7104 1.2870 -2.1989
H 0.0120 1.6871 -2.6306
S -0.3612 -3.2454 -1.5638
C -0.1880 -1.8364 -1.0075
*
```

***

- Which formula does entry 1 have?
  C9H6ClNO4ReS